{"formula": "C43H62BaClN8O3PS4Se", "method": "wB97M-V/def2-TZVPD", "symbols": ["Ba", "C", "C", "S", "C", "C", "S", "C", "C", "S", "H", "H", "H", "H", "H", "H", "H", "H", "H", "H", "H", "H", "N", "C", "N", "C", "N", "C", "C", "N", "C", "C", "N", "H", "H", "H", "H", "H", "Cl", "C", "C", "C", "C", "O", "C", "C", "O", "C", "H", "H", "H", "H", "Se", "C", "C", "C", "N", "C", "C", "H", "H", "H", "H", "N", "C", "N", "S", "H", "H", "H", "H", "O", "P", "C", "C", "C", "C", "C", "C", "C", "C", "C", "C", "C", "C", "C", "C", "C", "C", "C", "C", "H", "H", "H", "H", "H", "H", "H", "H", "H", "H", "H", "H", "H", "H", "H", "H", "H", "H", "H", "H", "H", "H", "H", "H", "H", "H", "H", "H", "H", "H", "H", "H", "H"], "coordinates": [[-0.9538, -0.2991, 1.1649], [-2.8195, -3.4086, -1.4522], [-4.1688, -2.7693, -1.1180], [-4.0678, -1.6038, 0.2527], [-4.9839, -0.1938, -0.3897], [-4.4661, 0.4481, -1.6754], [-2.7298, 0.9325, -1.6186], [-2.0842, 0.1546, -3.1055], [-2.1626, -1.3643, -3.2212], [-1.4681, -2.2764, -1.8256], [-2.9469, -4.1180, -2.2735], [-2.4440, -3.9572, -0.5866], [-4.8683, -3.5736, -0.8809], [-4.5831, -2.2616, -1.9894], [-4.9577, 0.5315, 0.4274], [-6.0364, -0.4544, -0.5298], [-5.0769, 1.3294, -1.8834], [-4.6178, -0.2294, -2.5168], [-1.0467, 0.4798, -3.1003], [-2.5626, 0.5898, -3.9880], [-1.6355, -1.6466, -4.1364], [-3.1936, -1.6885, -3.3596], [3.9442, -0.3364, 3.0250], [3.1370, 0.1104, 2.0679], [1.8723, -0.0585, 2.4087], [1.9928, -0.6637, 3.6336], [3.2258, -0.8427, 4.0442], [0.8480, -1.1493, 4.4325], [1.0123, -1.6697, 5.7107], [-0.0175, -2.1467, 6.3974], [-1.1993, -2.1166, 5.7888], [-1.3649, -1.6126, 4.5076], [-0.3335, -1.1085, 3.8363], [4.9462, -0.3955, 3.0280], [3.5095, 0.5324, 1.1492], [1.9912, -1.6946, 6.1708], [-2.0527, -2.5126, 6.3263], [-2.3335, -1.5988, 4.0240], [-5.5350, 4.6032, 5.3017], [-4.7213, 3.3265, 4.4410], [-5.2243, 2.0151, 4.5304], [-4.6297, 0.9779, 3.8689], [-3.4767, 1.1896, 3.0553], [-2.9421, 0.2259, 2.4115], [-2.9653, 2.5222, 3.0028], [-1.7740, 2.8587, 2.2894], [-1.0398, 2.0685, 1.6913], [-3.6104, 3.5756, 3.6921], [-6.1027, 1.8352, 5.1379], [-5.0255, -0.0273, 3.9309], [-1.4854, 3.9251, 2.2885], [-3.2126, 4.5814, 3.6293], [-1.3023, -3.7550, 1.9022], [-2.8468, -4.6234, 2.5548], [-2.9561, -4.9662, 3.9078], [-4.0934, -5.5838, 4.3929], [-5.1539, -5.9039, 3.6499], [-5.0508, -5.5901, 2.3592], [-3.9562, -4.9722, 1.7833], [-2.1364, -4.7518, 4.5835], [-4.1471, -5.8353, 5.4479], [-5.8996, -5.8489, 1.7324], [-3.9699, -4.7740, 0.7222], [3.9225, -5.3808, 0.3913], [2.8867, -4.6129, 0.7940], [1.6985, -5.2128, 0.8547], [3.1324, -2.9801, 1.1398], [3.8346, -6.3686, 0.2278], [4.8308, -4.9579, 0.3511], [1.6275, -6.2095, 0.7272], [0.8782, -4.7653, 1.2588], [0.2255, 1.3780, -1.5601], [1.6886, 1.7131, -1.7081], [2.2381, 2.6207, -0.2418], [3.7232, 3.0732, -0.2562], [3.8466, 4.5920, -0.2068], [3.1918, 5.1564, 1.0523], [1.8214, 4.5082, 1.3364], [1.2894, 3.7790, 0.1101], [2.6430, 0.1727, -1.8294], [1.8694, -0.8682, -2.6619], [2.5062, -2.2505, -2.5539], [4.0429, -2.1999, -2.6123], [4.5394, -0.8800, -3.1833], [4.1210, 0.2929, -2.2961], [2.0706, 2.7770, -3.1499], [0.9981, 3.8964, -3.2697], [0.8057, 4.3433, -4.7131], [0.2754, 3.2077, -5.5942], [0.8264, 1.8503, -5.1375], [2.1914, 2.0305, -4.4957], [2.0872, 1.8883, 0.5590], [4.2592, 2.6856, -1.1247], [4.2487, 2.6576, 0.6111], [3.3885, 5.0160, -1.1059], [4.8980, 4.8852, -0.2432], [3.0888, 6.2392, 0.9554], [3.8616, 4.9926, 1.9007], [1.1034, 5.2621, 1.6632], [1.9021, 3.7916, 2.1601], [1.2007, 4.4870, -0.7145], [0.2980, 3.3706, 0.2853], [2.6428, -0.2169, -0.8016], [1.8346, -0.5497, -3.7072], [0.8335, -0.9015, -2.3283], [2.1074, -2.8776, -3.3547], [2.1903, -2.7113, -1.6166], [4.4277, -3.0363, -3.1994], [4.4478, -2.3249, -1.6030], [4.1394, -0.7334, -4.1921], [5.6264, -0.8823, -3.2877], [4.2964, 1.2293, -2.8296], [4.7681, 0.3232, -1.4146], [3.0416, 3.2338, -2.9312], [1.2871, 4.7525, -2.6595], [0.0464, 3.5322, -2.8698], [1.7595, 4.7038, -5.1104], [0.1300, 5.2002, -4.7415], [0.5641, 3.3957, -6.6316], [-0.8165, 3.1899, -5.5801], [0.8733, 1.1532, -5.9766], [0.1535, 1.4025, -4.4026], [2.8278, 2.6232, -5.1613], [2.7109, 1.0831, -4.3731]], "forces_ev_per_angstrom": [[0.6, -1.7, -1.3], [-0.2, -0.1, 0.1], [0.1, -0.1, -0.3], [0.1, -0.1, 0.3], [-0.2, 0.2, 0.0], [-0.3, -0.1, 0.0], [0.0, 0.2, 0.2], [0.1, 0.0, -0.2], [-0.1, 0.1, -0.2], [0.1, 0.0, 0.1], [0.0, 0.0, 0.0], [0.0, 0.0, 0.0], [0.0, 0.0, 0.1], [0.0, 0.0, 0.0], [0.1, 0.0, 0.0], [0.0, -0.1, 0.0], [0.0, 0.0, 0.0], [0.1, 0.0, 0.0], [0.0, 0.0, 0.0], [0.0, 0.0, 0.1], [0.0, 0.0, 0.0], [0.0, 0.0, 0.0], [-0.1, -0.1, 0.2], [-0.2, 0.1, -0.2], [0.4, -0.1, 0.2], [-0.3, -0.1, 0.3], [0.2, 0.1, -0.1], [0.3, 0.2, -0.4], [-0.1, -0.1, 0.1], [0.0, 0.0, 0.0], [-0.1, 0.0, 0.0], [0.1, 0.1, 0.2], [-0.3, 0.0, 0.2], [0.1, 0.0, 0.0], [0.0, 0.0, 0.0], [0.0, 0.0, 0.0], [0.0, 0.0, 0.0], [0.0, 0.0, 0.0], [0.0, 0.0, 0.0], [0.1, 0.0, 0.0], [-0.1, -0.1, 0.1], [0.0, 0.2, 0.0], [0.1, -0.2, -0.1], [-0.6, 0.2, 0.5], [0.0, 0.4, 0.1], [-0.1, -0.1, 0.0], [0.1, 1.1, 0.2], [-0.1, -0.1, 0.1], [0.0, 0.0, 0.0], [0.0, 0.0, 0.0], [-0.1, 0.0, 0.1], [0.0, 0.0, 0.0], [0.3, 0.1, -0.3], [-0.3, -0.2, 0.4], [0.3, 0.1, 0.0], [-0.1, 0.0, 0.0], [0.1, 0.1, 0.0], [-0.1, -0.1, 0.0], [0.2, 0.1, -0.2], [0.0, 0.0, 0.0], [-0.1, 0.0, 0.0], [0.0, 0.0, 0.0], [0.0, 0.0, 0.0], [0.1, 0.0, 0.0], [0.0, 0.1, -0.1], [0.0, -0.2, 0.1], [-0.1, -0.1, 0.0], [0.0, 0.0, 0.0], [0.0, 0.0, 0.0], [0.0, 0.0, 0.0], [0.0, 0.2, 0.0], [0.4, 0.0, 0.1], [-0.7, 0.0, -0.1], [0.3, 0.1, 0.2], [0.1, -0.1, 0.1], [0.1, 0.0, -0.1], [0.0, 0.1, 0.1], [0.0, -0.1, 0.1], [-0.1, 0.0, -0.1], [0.3, -0.3, 0.0], [-0.1, 0.2, -0.1], [-0.1, -0.1, 0.0], [0.0, -0.1, 0.1], [0.0, 0.1, -0.1], [0.0, 0.1, 0.1], [-0.1, 0.2, -0.2], [0.0, 0.0, 0.1], [0.0, 0.1, 0.0], [0.0, 0.0, -0.1], [-0.1, -0.1, 0.0], [0.3, 0.0, 0.1], [0.0, 0.0, 0.0], [0.0, 0.0, 0.0], [-0.1, 0.0, 0.0], [0.0, 0.0, 0.0], [0.0, 0.0, 0.0], [0.0, 0.0, 0.0], [0.0, 0.0, 0.0], [0.0, 0.0, 0.0], [0.0, 0.0, 0.0], [0.0, 0.0, 0.0], [0.0, 0.0, 0.0], [-0.1, 0.0, 0.0], [0.0, 0.0, 0.0], [0.0, 0.0, 0.0], [0.0, 0.0, 0.0], [0.0, 0.0, 0.0], [0.0, 0.0, 0.0], [0.0, 0.0, 0.0], [0.0, 0.0, 0.0], [0.0, 0.0, 0.0], [0.0, 0.0, 0.0], [0.0, 0.0, 0.0], [0.0, 0.0, 0.0], [0.0, 0.0, 0.0], [0.0, 0.0, 0.0], [0.0, 0.0, 0.0], [0.0, 0.0, 0.0], [0.0, 0.0, 0.0], [0.0, 0.0, 0.1], [0.0, 0.0, 0.0], [0.0, 0.0, 0.0], [0.0, 0.0, 0.0], [0.0, 0.0, 0.0]], "lowdin_charge": [1.6153, -0.5572, -0.5168, 0.8220, -0.5251, -0.5178, 0.8396, -0.5431, -0.5035, 0.8094, 0.0858, -0.0147, 0.0714, 0.0576, 0.0661, 0.0833, 0.0762, 0.0625, 0.0095, 0.0873, 0.0793, 0.0601, 0.0274, -0.2417, 0.0809, -0.3362, 0.1362, -0.2064, -0.0656, 0.0953, -0.1094, -0.1595, 0.0086, 0.1583, 0.1021, 0.1125, 0.1109, 0.0939, 0.6370, -0.6786, -0.0936, 0.0034, -0.3796, -0.3904, -0.1302, -0.1957, -0.2879, -0.0692, 0.1065, 0.1207, 0.1308, 0.1126, 0.5774, -0.6728, -0.1418, -0.1727, 0.0382, -0.1689, -0.1284, 0.0804, 0.0976, 0.0989, 0.0623, 0.0746, -0.9507, 0.0979, 0.6043, 0.0995, 0.0803, 0.1070, -0.0512, -0.4010, 0.8023, -0.3359, -0.1777, -0.2018, -0.1847, -0.1763, -0.1919, -0.3195, -0.1970, -0.1836, -0.1935, -0.1992, -0.1880, -0.3145, -0.1863, -0.1966, -0.1844, -0.1858, -0.1852, 0.0823, 0.0831, 0.1091, 0.1055, 0.1133, 0.1072, 0.1079, 0.1077, 0.1143, 0.0944, 0.0880, 0.1036, 0.1033, 0.0551, 0.1128, 0.0712, 0.1071, 0.0817, 0.1096, 0.1123, 0.0902, 0.1100, 0.1110, 0.0948, 0.1155, 0.1117, 0.1117, 0.1080, 0.1081, 0.1160, 0.0843, 0.1241, 0.0738], "e_homo_ev": -6.74, "orbital_gap_ev": 6.9, "multiplicity": 1, "total_charge": 0, "lumo_ev": 0.17}